<one>
ORCA calculation (wB97M-V/def2-TZVPD) on 7 unconnected molecules or ions with the total composition C2H16NO5.

Values from the calculation:
Total charge = +1
Kohn-Sham gap = 2.90 eV

Element x y z (Å)
C -3.289 -0.093 -0.490
C -4.037 0.872 0.309
N -1.950 -0.283 -0.478
H -3.771 -0.832 -1.176
H -5.139 0.589 0.275
H -3.549 1.679 0.866
H -1.301 0.109 0.224
H -0.695 5.014 0.787
H -1.494 -1.095 -0.954
H 2.984 2.874 0.638
H 2.865 1.500 -0.028
O 2.376 2.149 0.625
H -1.398 5.269 0.823
H 0.327 -2.926 -1.617
O -0.219 -2.376 -1.017
H 0.608 -2.172 -0.270
H 1.541 -1.760 1.522
O 1.636 -1.553 0.503
H 2.937 -0.835 -0.264
H 4.113 -0.354 -1.268
O 3.313 -0.024 -0.799
H 0.838 -0.253 0.707
H 0.474 1.142 1.546
O 0.177 0.475 1.017

<two>
ORCA calculation (wB97M-V/def2-TZVPD) on 6 unconnected molecules or ions with the total composition C2H16NO5.

Values from the calculation:
Total charge = +1
Kohn-Sham gap = 8.77 eV

Element x y z (Å)
C 3.363 -1.495 -0.930
C 1.260 -2.087 -2.014
N 1.901 -1.770 -0.901
H 3.704 -1.096 0.149
H 3.780 -0.685 -1.724
H 3.979 -2.478 -0.802
H 1.645 -2.088 -3.106
H 0.252 -2.254 -2.025
H 1.397 -1.431 -0.004
H 0.615 -0.140 1.601
H -0.307 -0.983 0.881
O 0.628 -1.003 1.204
H -2.872 -1.033 0.935
H -2.511 -0.133 -0.220
O -2.072 -0.594 0.575
H -0.780 3.023 4.899
H 0.418 3.719 5.513
O -0.479 3.974 5.236
H -4.106 -0.626 -4.571
H -5.384 -1.237 -3.890
O -4.441 -1.204 -3.834
H 0.255 4.128 1.783
H -0.313 4.037 0.242
O 0.068 3.459 1.004

Energies relative to the most stable structure, in hartree: <one> 0.2242; <two> 0.0000.